# 1
Formula: C35H46ClN5O4PSSn
Source: the Open Molecules 2025 dataset
Level of theory: wB97M-V/def2-TZVPD

Last column: Löwdin charge in e.
CARTESIAN COORDINATES (ANGSTROEM)
1 Sn -1.816 0.806 -0.085  1.0702
2 O -0.915 2.821 -0.086  -0.2507
3 N -1.553 3.860 -0.607  -0.1733
4 C -0.900 5.044 -0.597  0.0070
5 C -1.480 6.166 -1.118  -0.0315
6 C -2.759 6.069 -1.669  -0.0411
7 C -3.403 4.856 -1.675  -0.0662
8 C -2.792 3.722 -1.129  -0.5923
9 S -3.565 2.177 -1.117  0.8261
10 H 0.081 5.000 -0.148  0.1462
11 H -0.939 7.099 -1.096  0.1182
12 H -3.240 6.940 -2.092  0.1202
13 H -4.391 4.744 -2.098  0.1167
14 Cl -4.861 -6.124 -0.581  0.6844
15 C -4.316 -4.482 -0.653  -0.6667
16 C -4.531 -3.729 -1.812  -0.0689
17 C -4.100 -2.424 -1.889  0.0077
18 C -3.438 -1.818 -0.810  -0.3201
19 O -3.041 -0.568 -0.954  -0.2769
20 C -3.234 -2.582 0.354  -0.1258
21 C -2.610 -2.024 1.529  -0.1680
22 O -2.180 -0.883 1.640  -0.0490
23 C -3.679 -3.913 0.418  -0.0504
24 H -5.040 -4.184 -2.651  0.1151
25 H -4.263 -1.838 -2.783  0.1286
26 H -2.527 -2.704 2.392  0.1438
27 H -3.519 -4.486 1.324  0.1199
28 C -3.846 2.688 3.407  0.0216
29 C -2.539 2.355 2.758  -0.3053
30 O -2.563 1.563 1.810  -0.0829
31 C -1.287 2.941 3.259  -0.1465
32 C -1.318 3.927 4.250  -0.0162
33 C -0.139 4.473 4.723  -0.0597
34 C 1.077 4.030 4.217  -0.0543
35 C 1.115 3.044 3.240  -0.0500
36 C -0.060 2.498 2.756  -0.0080
37 H -4.643 2.133 2.922  0.0974
38 H -4.045 3.758 3.322  0.1021
39 H -3.814 2.444 4.470  0.1057
40 H -2.260 4.273 4.652  0.1120
41 H -0.164 5.238 5.487  0.1113
42 H 1.999 4.454 4.593  0.1123
43 H 2.065 2.696 2.855  0.1101
44 H 0.000 1.725 1.989  0.0732
45 N 0.009 0.266 0.173  -0.2570
46 P 1.042 -0.765 -0.383  0.5973
47 N 2.405 0.074 -0.851  -0.2074
48 C 3.476 -0.707 -1.481  -0.2138
49 C 4.798 0.044 -1.400  -0.1805
50 C 4.673 1.422 -2.041  -0.2006
51 C 3.511 2.186 -1.413  -0.1846
52 C 2.223 1.379 -1.494  -0.2136
53 N 0.540 -1.747 -1.631  -0.1778
54 C 0.846 -3.174 -1.767  -0.2022
55 C 1.344 -3.509 -3.167  -0.1782
56 C 0.341 -3.053 -4.219  -0.1963
57 C 0.060 -1.565 -4.049  -0.1739
58 C -0.410 -1.261 -2.631  -0.2107
59 N 1.636 -1.832 0.745  -0.2053
60 C 0.649 -2.724 1.367  -0.2195
61 C 1.337 -3.959 1.931  -0.1744
62 C 2.413 -3.555 2.934  -0.1981
63 C 3.377 -2.559 2.299  -0.1785
64 C 2.622 -1.367 1.730  -0.2000
65 H 3.225 -0.899 -2.536  0.1131
66 H 3.551 -1.676 -0.984  0.1086
67 H 5.579 -0.545 -1.885  0.1158
68 H 5.079 0.153 -0.347  0.1119
69 H 4.489 1.304 -3.114  0.1153
70 H 5.604 1.980 -1.938  0.1111
71 H 3.367 3.149 -1.908  0.1116
72 H 3.731 2.386 -0.360  0.1143
73 H 1.949 1.243 -2.553  0.1227
74 H 1.405 1.895 -0.994  0.0839
75 H -0.064 -3.757 -1.564  0.1254
76 H 1.591 -3.448 -1.026  0.0985
77 H 1.522 -4.584 -3.233  0.1172
78 H 2.303 -3.009 -3.333  0.1060
79 H -0.592 -3.615 -4.101  0.1161
80 H 0.712 -3.261 -5.224  0.1130
81 H -0.704 -1.228 -4.753  0.1165
82 H 0.970 -0.992 -4.253  0.1118
83 H -1.393 -1.715 -2.466  0.1034
84 H -0.520 -0.179 -2.522  0.0932
85 H -0.103 -3.003 0.627  0.0955
86 H 0.132 -2.183 2.171  0.1158
87 H 1.789 -4.522 1.109  0.1125
88 H 0.594 -4.609 2.399  0.1150
89 H 2.946 -4.432 3.303  0.1124
90 H 1.935 -3.085 3.801  0.1156
91 H 3.930 -3.044 1.488  0.1161
92 H 4.111 -2.209 3.029  0.1152
93 H 3.297 -0.662 1.252  0.0967
94 H 2.106 -0.833 2.542  0.1248

Summary:
* max |F|: 0.74 eV/Å
* HOMO level: -10.6555 eV
* 2S+1: 1
* net charge: +1
* ΔE to the lowest compared entry with this formula, charge and spin: 0.0 kcal per mole
* HOMO-LUMO gap: 7.8 eV

***

# 2
Formula: C22H31Cl2N10
Source: the Open Molecules 2025 dataset
Level of theory: wB97M-V/def2-TZVPD

Last column: Löwdin charge in e.
CARTESIAN COORDINATES (ANGSTROEM)
1 N -1.139 3.644 0.259  0.1109
2 C -1.700 2.547 -0.566  -0.5668
3 N -2.292 2.753 -1.663  0.1512
4 H -2.664 2.086 -2.210  0.0794
5 C -2.063 4.089 -2.744  -0.1076
6 H -3.013 4.716 -2.603  0.1227
7 H -1.356 4.989 -2.006  0.1849
8 C -1.485 3.694 -3.991  -0.3405
9 H -1.490 4.658 -4.533  0.1404
10 C -0.182 3.201 -4.014  -0.2338
11 H 0.584 3.643 -3.076  0.1852
12 C 0.076 1.621 -3.689  -0.2780
13 H -0.647 1.190 -4.700  0.2039
14 C 1.349 1.131 -3.514  -0.3250
15 C 1.556 0.037 -2.608  -0.0271
16 N 1.331 0.821 -1.134  0.1544
17 C 2.228 1.299 -0.564  -0.4723
18 N 2.029 2.021 0.615  0.1407
19 H 1.042 1.758 1.067  0.0269
20 H 2.796 2.307 1.288  0.1301
21 N 3.648 1.007 -0.990  0.1362
22 H -0.667 3.400 1.300  0.1565
23 C 4.677 0.705 -0.172  -0.4850
24 N 5.842 1.187 -0.697  0.1176
25 H 5.957 1.256 -1.788  0.1685
26 N 4.659 -0.004 0.891  0.1152
27 C 3.560 -0.354 1.462  -0.3581
28 C 2.680 -1.364 1.068  -0.0375
29 C 1.575 -1.557 1.727  -0.1818
30 C 1.378 -1.341 3.045  -0.7849
31 C 2.473 -0.769 3.730  -0.0163
32 C 3.584 -0.248 2.864  0.0375
33 H 4.259 0.349 3.510  0.1227
34 H 2.337 -0.390 4.626  0.0471
35 Cl 0.082 -1.893 3.875  0.8387
36 H 0.812 -2.398 1.362  0.1654
37 H 2.805 -1.611 -0.183  0.2012
38 H 5.524 0.176 1.538  0.2328
39 H 0.398 0.925 -0.884  0.0871
40 H 2.601 -0.295 -2.395  0.1133
41 H 0.600 -0.568 -2.593  0.1466
42 H 2.088 2.166 -3.145  0.2050
43 H 1.735 0.838 -4.565  0.1610
44 H -0.599 1.607 -2.847  0.0600
45 H 0.426 3.355 -4.956  0.1300
46 H -2.403 3.040 -4.468  0.1940
47 N -1.603 1.392 -0.306  0.0997
48 C -1.284 0.946 0.893  -0.2823
49 N -0.287 1.458 1.759  0.0090
50 H -0.036 1.221 2.749  0.0838
51 N -1.537 -0.414 1.352  0.1277
52 C -2.305 -1.362 0.674  -0.2610
53 C -2.684 -1.439 -0.717  -0.1209
54 C -3.440 -2.164 -1.292  -0.1876
55 C -3.973 -3.242 -0.516  -0.6456
56 C -3.637 -3.304 1.033  -0.0247
57 C -2.778 -2.361 1.332  -0.1649
58 H -2.557 -2.344 2.527  0.1539
59 H -3.932 -4.242 1.496  0.1047
60 Cl -4.977 -4.421 -1.117  0.7206
61 H -3.564 -2.251 -2.464  0.1666
62 H -2.279 -0.384 -1.218  0.1504
63 H -1.330 -0.675 2.260  0.0209
64 H 6.779 0.793 -0.516  0.1083
65 H -1.501 4.623 0.058  0.0887

Summary:
* max |F|: 19.18 eV/Å
* HOMO level: -9.7355 eV
* 2S+1: 1
* net charge: +1
* ΔE to the lowest compared entry with this formula, charge and spin: 441.1 kcal per mole
* HOMO-LUMO gap: 7.4 eV

***

# 3
Formula: C11H11NO3
Source: the Open Molecules 2025 dataset
Level of theory: wB97M-V/def2-TZVPD

Last column: Löwdin charge in e.
CARTESIAN COORDINATES (ANGSTROEM)
1 C -3.138 -1.157 -0.680  -0.0474
2 C -2.508 -1.774 0.383  -0.0544
3 C -2.870 0.205 -0.924  -0.0623
4 C -1.543 -1.111 1.104  -0.0272
5 C -1.738 0.726 -0.363  -0.0333
6 C -1.101 0.076 0.671  -0.2449
7 C 1.634 0.631 -1.497  -0.0426
8 C 2.080 1.840 0.846  -0.0622
9 C 0.092 0.655 1.139  -0.0425
10 C 2.494 0.891 -0.324  -0.1620
11 C 1.671 -0.333 -0.364  -0.1933
12 N 1.699 -1.664 -0.158  -0.3656
13 O 1.281 -2.448 -1.017  0.0474
14 O 2.081 -2.020 1.022  -0.0241
15 O 0.625 1.856 0.903  -0.0658
16 H -4.164 -1.468 -0.913  0.1143
17 H -2.537 -2.783 0.686  0.1029
18 H -3.433 0.811 -1.588  0.0977
19 H -1.099 -1.515 1.980  0.1241
20 H -1.432 1.788 -0.676  0.1517
21 H 0.786 1.195 -1.846  0.0963
22 H 2.159 0.336 -2.436  0.1249
23 H 2.263 1.536 1.825  0.1032
24 H 2.353 2.883 0.713  0.1287
25 H 0.739 0.165 1.936  0.1634
26 H 3.607 0.679 -0.422  0.1729

Summary:
* max |F|: 5.83 eV/Å
* HOMO level (spin up / spin down): -8.0711 / -8.0728 eV
* 2S+1: 1
* ΔE to the lowest compared entry with this formula, charge and spin: 193.5 kcal per mole
* HOMO-LUMO gap (spin up / spin down): 7.0 / 7.0 eV

***

For reference, energy by record: -91157.0944; -63242.2137; -19210.0916 eV.